{"formula": "C22H19N4O4ReS4Sb", "method": "ωB97M-V/def2-TZVPD", "molar_mass_da": 839.65, "charge": 3, "homo_energy_ev": -15.70, "de_lowest_kcal_mol": 18.2, "max_force_ev_per_a": 0.4, "lumo_ev": -10.9, "species": ["O", "S", "C", "H", "C", "O", "N", "C", "H", "C", "C", "S", "H", "C", "C", "C", "O", "N", "C", "O", "H", "S", "S", "C", "N", "H", "C", "H", "C", "H", "H", "H", "C", "H", "H", "C", "H", "C", "Sb", "N", "H", "C", "H", "C", "C", "H", "C", "Re", "H", "H", "C", "C", "H", "H", "C"], "xyz": [[0.27145, -1.41379, 1.85645], [4.36907, -1.36505, 0.42328], [-1.94941, -0.79318, 0.01763], [-1.30659, 0.40177, -1.66425], [0.88393, -1.32380, -1.58837], [1.66139, -1.04088, -2.45057], [-0.33793, -1.87376, -1.56587], [-1.83351, 5.29936, -0.02744], [-3.10295, -3.02837, -1.41456], [-2.65995, -5.83706, 0.41985], [-3.61654, 1.33567, 0.62266], [1.72500, -0.48758, 2.37954], [-3.10097, -6.81250, 0.57261], [2.85246, 4.40110, -1.03096], [0.19999, -1.50891, 0.59384], [-3.62656, 0.19766, 1.41982], [0.37389, 5.38550, -1.74763], [2.84397, 1.86853, 0.03499], [-0.99289, -4.19578, 0.97589], [-2.79813, 4.58104, 0.69861], [4.89256, 1.80128, -0.34899], [8.01471, -6.72660, -0.39354], [10.00873, -3.59403, 1.69122], [-2.77735, 1.40715, -0.47943], [1.18781, -1.04736, -0.17769], [-1.14364, -6.12016, 1.90689], [-0.96689, -1.95886, -0.23952], [-2.78783, 2.28679, -1.10853], [4.03879, 3.68565, -0.93695], [4.97447, 4.09577, -1.28938], [-0.78167, -2.23824, -2.39655], [-3.55003, 5.15761, 0.87562], [0.39743, 4.67454, -0.76921], [0.78786, 2.10770, 0.35517], [-0.45418, 4.11278, 1.01963], [1.68586, 2.59386, -0.01323], [-1.68942, 6.30510, 0.37622], [-1.93600, 0.34534, -0.78423], [9.00871, -5.15562, 0.64329], [-0.60740, 4.52293, 0.11104], [-0.13665, -3.90913, 1.57507], [-2.78946, -0.86598, 1.12488], [2.81688, 5.38171, -1.49143], [4.00656, 2.41743, -0.41371], [-1.53827, -3.33179, 0.03724], [-4.29346, 0.13476, 2.26892], [-3.20406, -4.97030, -0.52061], [2.73790, -0.10740, 0.53114], [-2.06434, 5.37139, -1.09115], [-4.26801, 2.16637, 0.85400], [-2.65059, -3.71551, -0.70734], [-1.56051, -5.44941, 1.16812], [-2.80622, -1.75726, 1.74006], [-4.06806, -5.26808, -1.09862], [1.66003, 3.85760, -0.54393]]}

{"formula": "C22H20BeN4O4S3", "method": "ωB97M-V/def2-TZVPD", "molar_mass_da": 509.64, "homo_energy_ev": -8.20, "max_force_ev_per_a": 0.5, "lumo_ev": 0.2, "species": ["N", "H", "H", "C", "H", "S", "C", "S", "H", "H", "H", "C", "H", "N", "H", "C", "Be", "C", "C", "O", "O", "H", "S", "C", "H", "H", "C", "C", "H", "H", "H", "C", "C", "H", "O", "C", "C", "C", "C", "H", "N", "C", "C", "O", "H", "H", "C", "C", "C", "H", "H", "C", "N", "C"], "xyz": [[-2.31779, -0.57494, -0.39150], [-0.28027, -0.18292, -3.89708], [1.52065, 0.73197, 1.54032], [-1.29218, 5.04597, 1.24149], [-0.46249, 5.73467, 1.32795], [-2.58709, -3.11822, -1.01373], [-5.21560, -3.11356, -0.44831], [-4.86034, -1.34015, -0.28890], [6.03865, -1.24312, 1.14508], [1.34603, -1.69134, -5.03478], [-5.11246, -3.58187, 0.52890], [0.31785, -0.89565, -3.34335], [4.02813, -2.71050, 1.15472], [0.43357, -1.56529, 0.04366], [2.28849, -3.37238, -1.17033], [6.12994, 1.46317, 1.37563], [-0.60720, -0.35162, -0.52008], [-1.85759, 1.48832, 0.21880], [1.21346, -1.73258, -3.96362], [-4.52070, 2.46743, 0.94051], [1.67270, -3.44626, 1.13867], [6.41424, 1.68871, 2.40588], [1.23607, -2.09169, 1.34207], [-2.58704, 5.45129, 1.56569], [6.98286, 0.98633, 0.89305], [3.52086, 2.19114, 1.53588], [3.63689, 1.11621, 1.45420], [1.93977, -2.63010, -3.17214], [-4.65719, 4.87881, 1.70905], [-0.09402, 3.40404, 0.54870], [-4.47769, -3.39508, -2.46550], [-4.24538, -3.70686, -1.44863], [-3.14524, -1.53394, -0.54778], [-4.21660, 1.58284, 0.63229], [0.42550, -1.75346, 2.47193], [-3.64840, 4.57709, 1.45805], [-3.44457, 3.26788, 1.02026], [1.76603, -2.67455, -1.80788], [4.91705, 0.57147, 1.34550], [5.93490, 2.41105, 0.87350], [0.14204, -0.91593, -2.02095], [-2.14357, 2.84890, 0.69062], [2.67568, -1.06891, 1.34924], [-0.62986, 1.14899, -0.05350], [-2.76619, 6.46345, 1.90762], [2.64459, -3.30559, -3.64074], [-1.08389, 3.75344, 0.80961], [5.04984, -0.80813, 1.23401], [2.51560, 0.30811, 1.45969], [-4.22317, -4.79446, -1.39723], [-6.24644, -3.20878, -0.78785], [0.84479, -1.77657, -1.25070], [-2.84783, 0.63883, 0.06679], [3.93460, -1.63565, 1.23524]]}

{"formula": "C22H20Br2F24NO7", "method": "ωB97M-V/def2-TZVPD", "molar_mass_da": 1026.16, "charge": -1, "homo_energy_ev": -4.97, "max_force_ev_per_a": 2.2, "lumo_ev": 2.0, "species": ["H", "H", "F", "F", "F", "H", "C", "C", "C", "F", "F", "O", "C", "C", "H", "O", "C", "H", "O", "O", "F", "F", "F", "C", "H", "F", "F", "H", "H", "C", "F", "H", "H", "F", "H", "C", "C", "F", "Br", "C", "C", "C", "F", "N", "F", "F", "H", "O", "H", "F", "C", "C", "C", "Br", "C", "H", "F", "H", "H", "C", "H", "F", "H", "C", "H", "F", "O", "C", "F", "C", "F", "F", "C", "F", "O", "H"], "xyz": [[-0.69125, 2.46567, -2.07857], [-4.00037, 3.49752, 2.43001], [4.74851, -4.34834, -3.61038], [-4.29979, 4.80673, 5.82550], [-3.10261, 5.15495, 7.59340], [-3.72930, -0.67721, 1.20018], [-4.11442, 3.07108, 7.45643], [-3.45090, 4.21428, 6.68387], [7.37766, -3.13736, -2.57602], [-0.85435, 4.45146, -3.45320], [-2.68051, 3.93318, -4.49552], [-2.28971, 3.81090, 6.06390], [-0.49335, 1.86646, -2.96629], [-3.80833, -1.75150, 1.08969], [5.49007, -4.17246, 0.79181], [0.51272, 0.97085, 0.66842], [1.99614, 2.67889, -2.69582], [-1.28575, 3.39493, -6.56093], [-1.25091, 2.32186, -4.08957], [-1.35961, -3.16290, -1.20228], [5.86382, -5.66162, -4.93857], [3.72564, -3.46001, 0.18759], [-4.41806, 2.04601, 6.64274], [0.24332, -0.18673, 0.79098], [7.03995, -2.24719, -3.10631], [3.26548, 2.25642, -2.92597], [1.28886, 0.51516, -2.40298], [5.93920, -3.67370, -5.05466], [-2.50814, 4.76478, 4.21820], [5.89226, -4.46473, -4.30052], [-4.97642, 2.82495, 4.03188], [-1.06007, 3.85727, 4.51019], [8.46283, -3.05535, -2.53135], [4.86335, -4.96016, -0.91807], [-1.83264, -0.06397, 0.72853], [-1.35792, 3.64942, -4.41208], [-0.75601, 3.95258, -5.78634], [1.25220, 1.26590, -4.44769], [-6.52009, -0.79740, 0.40913], [-4.95071, -2.04189, 0.16968], [-2.60342, 2.60714, 3.83656], [7.12304, -4.42012, -3.39094], [-1.69432, 2.45680, 2.83814], [-1.33934, -2.00352, 1.46681], [5.01537, -2.23755, -1.85453], [-2.52066, 1.50215, 4.61265], [1.88541, 2.86640, -1.62484], [-5.06347, -2.91517, -0.61514], [-4.11682, -2.12582, 2.06506], [0.54739, 3.62511, -5.83504], [-3.96869, 2.67355, 3.14866], [4.96796, -3.87834, -0.12160], [-2.15512, -2.34087, -0.80493], [1.48858, -1.55109, 0.23371], [-2.49976, -2.45974, 0.70511], [-1.67539, -4.34410, 1.20159], [-5.26389, 3.51735, 8.01560], [-1.13251, -0.14148, 2.35775], [-0.92141, 0.88532, -2.75520], [-2.66913, -3.95698, 1.02944], [-1.46830, -2.24403, 2.44203], [7.13259, -5.48603, -2.56272], [-3.24197, -4.09547, 1.94679], [-1.11830, -0.57364, 1.36598], [-3.14972, -4.47324, 0.21464], [1.83992, 3.84071, -3.36747], [6.99122, -3.10966, -1.20901], [-2.13999, 3.83311, 4.64648], [8.20112, -4.55845, -4.21974], [1.01369, 1.60091, -3.15580], [-0.85934, 5.28140, -6.04285], [-4.19278, 1.52052, 2.48028], [5.71356, -2.74122, -0.82502], [5.85403, -1.74383, 0.07515], [-2.70258, -1.42819, -1.47874], [-3.44775, 2.70933, 8.24209]]}

{"formula": "C22H20ClFNO6S2", "method": "ωB97M-V/def2-TZVPD", "molar_mass_da": 512.99, "charge": -1, "homo_energy_ev": -4.88, "max_force_ev_per_a": 2.9, "lumo_ev": 2.5, "species": ["H", "H", "H", "C", "C", "C", "H", "C", "C", "S", "C", "C", "C", "H", "C", "O", "F", "C", "H", "O", "C", "C", "H", "H", "H", "H", "H", "C", "H", "H", "C", "O", "H", "H", "H", "H", "Cl", "O", "C", "N", "C", "S", "C", "H", "O", "C", "O", "H", "C", "C", "C", "C", "H"], "xyz": [[4.09043, -3.74882, -0.70285], [-3.72118, 2.28388, -0.42049], [-0.49232, 0.30849, 1.63874], [-1.71541, 2.81387, -1.09635], [-0.70876, 5.26274, 1.44251], [3.84965, -2.68875, -0.83800], [-1.61996, 4.95882, 0.91709], [-2.19799, 1.24542, 0.68544], [2.79200, -2.20767, 0.11654], [3.35339, 5.20253, 0.87427], [6.03846, -0.72235, 3.14102], [0.54989, 5.09649, 0.84334], [0.34067, 6.27066, 3.40311], [5.34521, -1.66623, 1.33252], [1.60175, 6.06533, 2.82342], [3.03096, 4.86585, -0.48336], [2.19655, 2.12368, 0.82223], [-0.36726, 2.53029, -0.95137], [1.82999, -2.70105, -0.06358], [5.21233, 2.90972, -0.34547], [5.28446, 0.48553, 1.16565], [6.09082, 1.68831, 3.12817], [-2.05544, 3.53535, -1.81497], [6.72147, 0.47955, 4.80089], [4.78100, -2.12909, -0.69653], [0.25408, 6.75531, 4.37885], [3.48863, -2.54985, -1.86406], [-2.64774, 2.13897, -0.28516], [6.33695, 2.64497, 3.58234], [0.63876, 4.75457, -0.18505], [-0.80294, 5.84065, 2.71626], [1.44883, -0.60364, 1.64373], [-1.78744, 5.95227, 3.17831], [0.39716, 3.01143, -1.54633], [1.99315, 1.36218, -0.93003], [6.19849, -1.67588, 3.65394], [-3.31631, 0.52733, 1.75028], [6.49878, 4.08149, 1.49101], [6.31481, 0.47984, 3.79248], [4.04529, 3.95597, 1.67133], [1.83134, -0.15552, 0.59010], [5.39001, 3.29338, 1.02699], [-0.83949, 0.95985, 0.84713], [2.51338, 6.40427, 3.31096], [4.08988, 6.37952, 1.24925], [5.53806, 1.68192, 1.84516], [2.62404, -0.81967, -0.25283], [4.94817, 0.50346, 0.12962], [1.69600, 5.39899, 1.59795], [5.52762, -0.71781, 1.83880], [0.05465, 1.57462, -0.03390], [1.51301, 1.22710, 0.04991], [3.10965, -2.26115, 1.16617]]}

| no. | E (eV) |
| --- | --- |
| 1 | -89254.29281 |
| 2 | -70200.67844 |
| 3 | -244267.92380 |
| 4 | -73824.67604 |